Entry 1:
3 unconnected molecules or ions with the total composition C3H12O2S2 in a non-equilibrium geometry, computed with wB97M-V/def2-TZVPD.

Values from the calculation:
- Total energy: -29061.5913 eV
- Kohn-Sham gap (alpha / beta): 9.16 / 5.47 eV
- Spin multiplicity: 2
- LUMO energy (alpha / beta): -0.179 / -0.315 Eh
- Energy relative to the best compared isomer or geometry (same formula, charge and spin): 33.5 kcal per mole
- Net charge: +1

XYZ file:
```
19
C3H12O2S2 (wB97M-V/def2-TZVPD)
C -1.81 0.49 0.20
C -1.99 2.01 0.09
C -1.32 -0.21 -1.11
S 0.46 0.10 -1.13
S 1.29 -0.77 0.57
H -2.79 -0.01 0.39
H -1.26 0.25 1.11
H -2.24 2.38 -0.90
H -2.32 2.56 0.96
H -0.92 2.32 0.10
H -1.88 0.24 -1.91
H -1.62 -1.26 -1.09
H 1.25 0.38 1.21
H -3.53 -0.05 2.22
H -4.74 -0.79 2.62
O -3.82 -0.96 2.35
H 6.33 0.17 -0.28
H 5.73 -1.00 -1.00
O 5.55 -0.04 -0.84
```

---

Entry 2:
A molecular structure, C28H25BrNPTm in a non-equilibrium geometry, computed with wB97M-V/def2-TZVPD.

Values from the calculation:
- Total energy: -139796.7137 eV
- Kohn-Sham gap (alpha / beta): 6.60 / 6.64 eV
- Spin multiplicity: 3
- LUMO energy (alpha / beta): 0.098 / 0.098 Eh
- Net charge: -1

XYZ file:
```
57
C28H25BrNPTm (wB97M-V/def2-TZVPD)
C 3.51 -2.37 -2.39
C 3.18 -1.02 -2.70
C 3.11 -0.29 -1.46
H 2.96 -0.62 -3.70
C 3.35 -1.21 -0.38
C 3.60 -2.49 -0.96
H 3.77 -3.42 -0.40
H 3.64 -3.17 -3.13
H 2.78 0.76 -1.35
H 3.28 -0.97 0.70
Tm 1.03 -1.62 -1.29
Br 0.05 0.25 -2.98
C -0.80 -3.20 -1.41
C 0.26 -4.00 -0.80
C 1.19 -4.33 -1.83
H 0.37 -4.21 0.28
C 0.75 -3.72 -3.06
C -0.46 -3.02 -2.80
H -1.03 -2.42 -3.53
H -1.60 -2.67 -0.86
H 2.11 -4.90 -1.70
H 1.28 -3.73 -4.03
N -0.11 -0.80 0.05
P -0.57 0.55 0.70
C 0.82 1.75 0.83
C 1.54 1.92 2.03
C 2.58 2.86 2.11
C 2.98 3.61 0.99
C 2.31 3.40 -0.22
C 1.25 2.49 -0.29
C -1.92 1.38 -0.22
C -2.19 2.74 -0.03
C -3.24 3.33 -0.75
C -4.01 2.57 -1.65
C -3.73 1.21 -1.82
C -2.71 0.61 -1.09
C -1.33 0.19 2.32
C -1.82 1.25 3.09
C -2.56 1.00 4.26
C -2.82 -0.32 4.66
C -2.34 -1.39 3.88
C -1.61 -1.13 2.70
H 1.25 1.36 2.92
H 3.10 3.03 3.07
H 3.80 4.34 1.06
H 2.61 3.97 -1.10
H 0.76 2.33 -1.25
H -1.60 3.34 0.66
H -3.46 4.38 -0.60
H -4.82 3.03 -2.21
H -4.30 0.60 -2.52
H -2.46 -0.44 -1.24
H -1.64 2.28 2.79
H -2.93 1.83 4.86
H -3.40 -0.51 5.57
H -2.55 -2.41 4.19
H -1.25 -1.96 2.09
```